{
  "formula": "C2H3FO2Rb",
  "method": "ωB97M-V/def2-TZVPD",
  "gap_ev": [5.60, 5.07],
  "s_squared": 0.756,
  "homo_energy_ev": [-6.40, -5.87],
  "e_lumo_ev": [-0.81, -0.80],
  "total_charge": 0,
  "spin_multiplicity": 2,
  "elements": ["H", "C", "C", "H", "H", "F", "O", "O", "Rb"],
  "coordinates": [[-0.2127, 1.6035, 0.3191], [-0.6210, 0.6312, 0.5989], [-1.4690, -0.0609, -0.1982], [-0.7256, 0.4827, 1.6766], [-2.0982, -0.9015, 0.1003], [-1.4969, 0.1554, -1.5186], [2.1083, 0.5060, -0.3712], [2.4809, -0.3181, -1.3615], [2.0342, -2.0982, 0.7546]]
}

{
  "formula": "C2H3FOS",
  "method": "ωB97M-V/def2-TZVPD",
  "gap_ev": 8.30,
  "homo_energy_ev": -8.92,
  "e_lumo_ev": -0.61,
  "total_charge": 0,
  "smiles": "OC(=S)CF",
  "elements": ["O", "C", "S", "C", "F", "H", "H", "H"],
  "coordinates": [[1.0157, 1.0729, -0.3289], [0.4624, -0.1031, -0.2646], [1.4428, -1.5522, -0.1116], [-0.9957, -0.0616, 0.1128], [-1.4013, -1.3942, -0.4220], [1.8710, 1.1123, -0.0480], [-1.0971, -0.1478, 1.4432], [-1.2978, 1.0738, -0.3810]]
}

{
  "formula": "C2H3FS2",
  "method": "ωB97M-V/def2-TZVPD",
  "gap_ev": [8.28, 7.25],
  "homo_energy_ev": [-8.73, -8.81],
  "e_lumo_ev": [-0.45, -1.56],
  "total_charge": 0,
  "elements": ["C", "C", "F", "S", "S", "H", "H", "H"],
  "coordinates": [[-0.5708, -0.0505, 0.1081], [-0.0326, -0.8310, -0.7378], [2.5421, 2.4693, 0.8928], [2.8289, -0.1238, -0.4363], [2.2037, 0.8124, 1.0719], [-1.5649, -0.1211, 0.5436], [0.1797, 0.6278, 0.7115], [-0.2142, -1.5726, -1.4050]]
}

{
  "formula": "C2H3FS3",
  "method": "ωB97M-V/def2-TZVPD",
  "gap_ev": 8.08,
  "homo_energy_ev": -8.77,
  "e_lumo_ev": -0.69,
  "total_charge": 0,
  "elements": ["C", "C", "F", "S", "S", "S", "H", "H", "H"],
  "coordinates": [[-0.5443, -0.3367, -0.1437], [-1.8583, -0.3748, 0.0023], [-2.6516, 0.7099, -0.1792], [0.1103, 1.2220, -0.5980], [2.3057, 0.9982, -0.3016], [3.0227, -0.7661, -0.2854], [0.0639, -1.2681, 0.0153], [-2.3309, -1.2475, 0.4325], [1.8825, 1.0629, 1.0580]]
}

{
  "formula": "C2H3FSi",
  "method": "ωB97M-V/def2-TZVPD",
  "gap_ev": 8.30,
  "homo_energy_ev": -9.00,
  "e_lumo_ev": -0.70,
  "total_charge": 0,
  "elements": ["C", "C", "F", "Si", "H", "H", "H"],
  "coordinates": [[1.5384, 0.7008, 0.2223], [1.6147, 1.5252, -0.6739], [-2.6980, -0.0348, -0.9881], [-2.6196, -0.5113, 0.5845], [1.6659, 0.2307, 1.1315], [1.7119, 2.0015, -1.5821], [-2.4223, -2.0547, 0.4474]]
}

{
  "formula": "C2H3HgNaO2",
  "method": "ωB97M-V/def2-TZVPD",
  "gap_ev": [6.42, 5.10],
  "s_squared": 0.765,
  "homo_energy_ev": [-11.35, -11.23],
  "e_lumo_ev": [-4.93, -6.13],
  "total_charge": 1,
  "spin_multiplicity": 2,
  "elements": ["H", "O", "C", "C", "O", "Na", "Hg", "H", "H"],
  "coordinates": [[-1.7783, -0.3495, 2.0857], [-1.3530, -1.3879, 1.6402], [-1.8608, -1.1182, 0.4349], [-2.7194, -0.0140, 0.5549], [-3.0496, 1.0273, -0.2174], [-1.8896, 0.9562, -2.3030], [-4.7259, 2.5613, 0.0064], [-1.2009, -1.4751, -0.3734], [-3.5082, -0.2405, 1.2996]]
}

{
  "formula": "C2H3I2NO",
  "method": "ωB97M-V/def2-TZVPD",
  "gap_ev": 9.01,
  "homo_energy_ev": -9.56,
  "e_lumo_ev": -0.56,
  "total_charge": 0,
  "elements": ["C", "C", "N", "O", "I", "I", "H", "H", "H"],
  "coordinates": [[-0.0501, 0.4450, 0.6050], [-0.6463, -0.0786, -0.7062], [0.9954, -0.3614, 1.0245], [-0.3388, 1.4966, 1.1313], [-2.6301, 0.6233, -0.8945], [0.7147, 0.4520, -2.2929], [-0.9637, -1.5588, -0.8067], [1.2013, -0.9852, 0.2806], [1.7175, -0.0330, 1.6588]]
}

{
  "formula": "C2H3I2NO2",
  "method": "ωB97M-V/def2-TZVPD",
  "gap_ev": [7.73, 7.18],
  "homo_energy_ev": [-9.38, -8.62],
  "e_lumo_ev": [-1.65, -1.44],
  "total_charge": 0,
  "elements": ["C", "C", "N", "O", "O", "I", "I", "H", "H", "H"],
  "coordinates": [[-0.3395, 0.7255, -0.7329], [0.0261, 0.6060, 0.5950], [1.0082, -1.6038, 0.3646], [0.0447, -2.3084, 0.5132], [2.0944, -1.6768, -0.0653], [-1.9588, 2.3417, -0.9714], [-1.4100, -0.0317, 2.0348], [-0.7619, -0.1683, -1.3761], [0.5495, 0.9955, -1.4673], [0.7474, 1.1202, 1.1055]]
}

{
  "formula": "C2H3I2NS",
  "method": "ωB97M-V/def2-TZVPD",
  "gap_ev": [6.86, 6.97],
  "s_squared": 2.018,
  "homo_energy_ev": [-7.66, -8.85],
  "e_lumo_ev": [-0.80, -1.88],
  "total_charge": 0,
  "spin_multiplicity": 3,
  "elements": ["C", "C", "N", "S", "I", "I", "H", "H", "H"],
  "coordinates": [[-1.1537, -0.5319, -1.7195], [1.1258, 0.5110, 0.9637], [-0.2339, 0.9914, 0.9507], [-2.1441, -1.5736, -1.0583], [-0.0574, -0.6196, -3.5573], [-1.7465, -0.1782, 1.5453], [1.2568, -0.0710, 1.9499], [1.2214, -0.0710, -0.0240], [1.7316, 1.5429, 0.9493]]
}

{
  "formula": "C2H3I3O2",
  "method": "ωB97M-V/def2-TZVPD",
  "gap_ev": 8.70,
  "homo_energy_ev": -9.23,
  "e_lumo_ev": -0.53,
  "total_charge": 0,
  "elements": ["C", "C", "O", "O", "I", "I", "I", "H", "H", "H"],
  "coordinates": [[-0.5259, 0.5350, -0.2991], [0.5013, -0.2763, 0.4237], [-0.1384, 0.3893, -1.6262], [0.3309, -0.1102, 1.7968], [-2.6296, -0.1591, -0.0937], [2.4374, 0.7115, -0.1343], [0.5290, -2.3364, -0.2199], [-0.4486, 1.4790, 0.1233], [-0.8473, 0.6598, -2.2884], [0.7912, -0.8926, 2.3178]]
}

{
  "formula": "C2H3I3O2",
  "method": "ωB97M-V/def2-TZVPD",
  "gap_ev": [4.85, 4.60],
  "s_squared": 2.018,
  "homo_energy_ev": [-5.19, -9.02],
  "e_lumo_ev": [-0.34, -4.43],
  "total_charge": 0,
  "spin_multiplicity": 3,
  "elements": ["C", "C", "O", "O", "I", "I", "I", "H", "H", "H"],
  "coordinates": [[-0.2601, -0.9276, -0.2370], [0.2072, 0.5079, -0.1143], [1.0354, 0.6671, 0.9428], [-0.7700, 1.4986, -0.0894], [-0.7905, -1.9659, 1.5668], [-1.7940, -0.7981, -1.6308], [1.3939, 0.8481, -1.9575], [0.6409, -1.5363, -0.5588], [1.2799, -0.1775, 1.2818], [-0.9428, 1.8837, 0.7965]]
}

{
  "formula": "C2H3I3Si",
  "method": "ωB97M-V/def2-TZVPD",
  "gap_ev": 9.14,
  "homo_energy_ev": -9.62,
  "e_lumo_ev": -0.48,
  "total_charge": 0,
  "smiles": "I[SiH](I)I.C#C",
  "elements": ["I", "Si", "I", "I", "H", "C", "C", "H", "H"],
  "coordinates": [[1.9398, 1.9329, -1.0314], [1.5029, 0.1955, 0.5774], [2.5795, 0.8864, 2.7381], [2.5167, -1.8177, -0.4811], [0.1461, -0.1441, 0.9434], [-2.1805, 0.3257, -0.6429], [-2.1936, -0.9118, -0.7135], [-2.4458, 1.3886, -0.6491], [-1.8652, -1.8556, -0.7408]]
}

{
  "formula": "C2H3IN2",
  "method": "ωB97M-V/def2-TZVPD",
  "gap_ev": 9.37,
  "homo_energy_ev": -9.18,
  "e_lumo_ev": 0.18,
  "total_charge": 0,
  "elements": ["C", "C", "N", "N", "I", "H", "H", "H"],
  "coordinates": [[0.7961, -0.3391, 0.1483], [-1.1239, 0.5517, -0.2373], [0.8249, -1.6631, 0.0298], [0.7390, -1.2716, 1.1570], [2.3876, 0.9161, -0.3097], [-1.4950, -0.1652, -0.9532], [-0.7992, 1.3966, -0.6878], [-1.3294, 0.5745, 0.8529]]
}

{
  "formula": "C2H3IN2",
  "method": "ωB97M-V/def2-TZVPD",
  "gap_ev": 8.22,
  "homo_energy_ev": -8.52,
  "e_lumo_ev": -0.30,
  "total_charge": 0,
  "smiles": "N=C=CNI",
  "elements": ["N", "C", "C", "N", "I", "H", "H", "H"],
  "coordinates": [[-1.5544, -0.7068, -1.1951], [-0.6381, -0.4650, -0.4338], [0.4772, 0.0795, 0.0251], [1.6668, -0.4619, 0.3394], [3.3886, 0.5672, -0.3050], [-2.2734, -1.3113, -1.3345], [0.2371, 0.9308, 0.6951], [1.7259, -0.4278, 1.3214]]
}

{
  "formula": "C2H3IN2O",
  "method": "ωB97M-V/def2-TZVPD",
  "gap_ev": 10.47,
  "homo_energy_ev": -10.02,
  "e_lumo_ev": 0.45,
  "total_charge": 0,
  "smiles": "N#[N+][O-].C#C.I",
  "elements": ["N", "N", "O", "C", "C", "H", "H", "I", "H"],
  "coordinates": [[0.6245, -1.8892, 0.1490], [0.1512, -1.2965, -0.6626], [-0.2730, -0.5152, -1.4172], [0.4506, -0.6719, 2.2195], [-0.5635, -1.3152, 2.2059], [1.4901, -0.4945, 1.9506], [-1.4427, -1.6086, 2.6141], [-0.2583, 3.6355, -4.3297], [-0.1789, 4.1556, -2.7297]]
}

{
  "formula": "C2H3IN2O",
  "method": "ωB97M-V/def2-TZVPD",
  "gap_ev": 10.36,
  "homo_energy_ev": -9.63,
  "e_lumo_ev": 0.74,
  "total_charge": 0,
  "smiles": "c1nnco1.I",
  "elements": ["C", "N", "N", "C", "O", "H", "H", "I", "H"],
  "coordinates": [[-0.7320, 1.1943, 0.2006], [-1.1442, -0.0072, 0.4518], [-0.2706, -0.8508, -0.1543], [0.5245, -0.0841, -0.8613], [0.1698, 1.2663, -0.7361], [-1.3286, 2.0606, 0.4854], [1.4164, -0.4075, -1.4499], [1.2141, -2.6775, 2.3671], [0.4901, -3.1512, 1.0305]]
}

{
  "formula": "C2H3IN2S",
  "method": "ωB97M-V/def2-TZVPD",
  "gap_ev": [8.79, 6.65],
  "homo_energy_ev": [-8.93, -7.52],
  "e_lumo_ev": [-0.14, -0.87],
  "total_charge": 0,
  "elements": ["C", "C", "N", "N", "S", "I", "H", "H", "H"],
  "coordinates": [[-0.2771, -0.7656, -0.1892], [-1.4181, 0.0728, 2.0688], [-0.2345, -1.0124, -1.4029], [-3.0059, 0.4036, 3.1050], [-1.8786, -0.5051, 0.6289], [-2.6133, 1.8764, 4.2343], [0.6255, -0.6360, 0.5535], [-0.5000, 0.5084, 2.5648], [0.7640, -1.0840, -1.9085]]
}

{
  "formula": "C2H3IN4",
  "method": "ωB97M-V/def2-TZVPD",
  "gap_ev": [5.81, 8.32],
  "homo_energy_ev": [-7.32, -8.21],
  "e_lumo_ev": [-1.51, 0.11],
  "total_charge": 0,
  "elements": ["C", "C", "N", "N", "N", "N", "I", "H", "H", "H"],
  "coordinates": [[0.2813, 0.8151, 0.2907], [0.0901, -0.4445, 1.1264], [-0.2690, 1.0183, -0.8357], [0.8008, -1.4997, 0.5672], [1.4043, -1.9362, -0.2932], [-0.9372, 0.3075, -1.6045], [-1.9334, 1.3096, -3.1194], [1.0715, 1.4839, 0.5756], [0.4507, -0.2949, 2.1470], [-0.9591, -0.7590, 1.1457]]
}

{
  "formula": "C2H3IN4O",
  "method": "ωB97M-V/def2-TZVPD",
  "gap_ev": 8.36,
  "homo_energy_ev": -8.82,
  "e_lumo_ev": -0.46,
  "total_charge": 0,
  "elements": ["C", "C", "N", "N", "N", "N", "O", "I", "H", "H", "H"],
  "coordinates": [[0.7832, -1.1075, 0.5315], [-0.0426, 1.2433, 0.1901], [1.6238, -0.2603, 0.9142], [1.2718, 1.0346, 0.7493], [-0.6057, 0.0141, 0.0525], [-1.7361, -0.0629, -0.7497], [-0.4802, 2.2954, -0.2307], [-3.6453, -0.4556, 0.0661], [0.4134, -2.0642, 0.5172], [1.9555, 1.7485, 0.7571], [-1.7591, 0.9394, -0.9307]]
}

{
  "formula": "C2H3INOS",
  "method": "ωB97M-V/def2-TZVPD",
  "gap_ev": [6.13, 6.13],
  "homo_energy_ev": [-12.87, -12.87],
  "e_lumo_ev": [-6.74, -6.75],
  "total_charge": 1,
  "elements": ["C", "C", "N", "O", "S", "I", "H", "H", "H"],
  "coordinates": [[0.2746, 0.1197, 0.3001], [-0.3082, 1.2972, 0.3129], [1.5371, -0.5097, -0.1609], [-1.1480, 2.1005, 0.4144], [-3.6074, 0.2270, -0.0136], [-1.9970, -1.3113, 0.1781], [1.0179, -1.0001, -0.9227], [1.9674, -1.0461, 0.5574], [2.2636, 0.1228, -0.6657]]
}

What did we get for calculated total energy? Answer: -352.26019 -651.18923 -974.09213 -1372.35470 -467.26222 -543.84506 -803.33577 -878.42377 -1126.12271 -1121.53088 -1121.39259 -1260.59051 -485.03133 -485.09653 -560.26340 -560.40071 -883.16451 -594.54521 -669.84212 -903.44514 hartree, in the order shown.
What did we get for max |F|? Answer: 0.0453 0.1094 0.0524 0.0602 0.0720 0.1223 0.0948 0.1099 0.0531 0.0622 0.0658 0.1346 0.1519 0.0827 0.0510 0.0692 0.1236 0.0639 0.1339 0.0832 Eh/bohr, in the order shown.